Entry 1:
# C4H8N2O

An isolated molecule of C4H8N2O (ωB97M-V/def2-TZVPD, the OMol25 dataset).

Positions of all 15 atoms, in Å:
O 1.760 -1.952 0.333
N 2.419 0.233 0.373
N -0.046 0.980 -0.157
C -1.012 -1.293 0.206
C -1.339 1.517 -0.519
C 1.504 -0.759 0.295
C 0.075 -0.256 0.113
H 3.398 0.001 0.356
H -1.560 -1.185 1.150
H -1.735 -1.193 -0.609
H -1.439 1.414 -1.606
H 2.104 1.180 0.216
H -1.371 2.584 -0.286
H -2.193 1.018 -0.045
H -0.564 -2.288 0.180

- Gap between HOMO and LUMO: 10.38 eV
- SMILES: C/N=C(\C)C(N)=O
- ΔE to the lowest compared entry with this formula, charge and spin: 0.769 eV

Entry 2:
# C4H8N2O

A cluster of 2 separate species, C4H8N2O in total (ωB97M-V/def2-TZVPD, the OMol25 dataset).

Positions of all 15 atoms, in Å:
O -0.488 0.029 1.835
N 1.321 -0.433 -3.227
N 1.307 1.111 -0.022
C 0.376 -0.610 -0.815
C 0.908 -0.487 -2.146
C -1.383 -0.546 0.871
C -0.903 -0.305 -0.524
H -2.395 -0.150 1.016
H 0.999 -1.171 -0.128
H -0.659 -0.409 2.678
H 2.140 1.535 -0.389
H -1.408 -1.632 1.028
H 1.302 0.879 0.963
H -1.594 -0.078 -1.318
H 0.420 1.553 -0.249

- Gap between HOMO and LUMO: 8.77 eV
- SMILES: N#C/C=C/CO.N
- ΔE to the lowest compared entry with this formula, charge and spin: 3.356 eV

Entry 3:
# C4H8N2O

An isolated molecule of C4H8N2O (ωB97M-V/def2-TZVPD, the OMol25 dataset).

Positions of all 15 atoms, in Å:
O -0.938 -0.795 -0.566
N -0.064 1.295 0.040
N -1.358 1.738 0.205
C -1.245 -1.752 0.463
C 1.468 -0.412 -0.353
C 0.116 0.080 -0.264
C 2.544 0.089 0.282
H -1.375 2.661 -0.175
H -0.404 -2.423 0.591
H 1.616 -1.338 -0.902
H -1.431 -1.299 1.457
H 3.489 -0.441 0.341
H -2.057 1.193 -0.283
H 2.476 0.987 0.892
H -2.152 -2.236 0.126

- Gap between HOMO and LUMO: 9.39 eV
- SMILES: C=C/C(=N/N)OC
- ΔE to the lowest compared entry with this formula, charge and spin: 3.233 eV

Entry 4:
# C4H8N2O

An isolated molecule of C4H8N2O (ωB97M-V/def2-TZVPD, the OMol25 dataset).

Positions of all 15 atoms, in Å:
O -2.652 -0.678 -0.011
N 1.172 -1.610 -0.107
N 1.937 0.508 -0.073
C -0.497 0.106 0.135
C -1.509 -0.945 0.044
C -0.976 1.425 -0.158
C 0.760 -0.276 -0.002
H 1.745 -1.806 -0.902
H 0.316 -2.242 0.186
H -1.126 -1.989 0.173
H 2.531 0.270 0.867
H 1.602 1.365 0.356
H -2.164 1.655 -0.562
H -0.868 2.068 0.883
H -0.272 2.151 -0.829

- Gap between HOMO and LUMO: 9.08 eV
- SMILES: CC(C=O)=C(N)N
- ΔE to the lowest compared entry with this formula, charge and spin: 3.822 eV

Entry 5:
# C4H8N2O

An isolated molecule of C4H8N2O (ωB97M-V/def2-TZVPD, the OMol25 dataset).

Positions of all 15 atoms, in Å:
O 2.513 -1.341 -0.296
N 1.548 0.606 -0.984
N -0.829 -0.074 0.320
C 0.410 -0.785 0.676
C -1.733 -0.637 -0.469
C 1.601 -0.535 -0.257
C -0.991 1.220 0.705
H -1.446 -1.322 -1.256
H -0.860 1.489 1.747
H 0.866 1.315 -0.738
H -1.629 1.810 0.059
H 0.229 -1.861 0.700
H -2.748 -0.277 -0.371
H 0.703 -0.461 1.681
H 2.367 0.853 -1.517

- Gap between HOMO and LUMO (spin up / spin down): 7.92 / 7.91 eV
- ΔE to the lowest compared entry with this formula, charge and spin: 3.140 eV

Entry 6:
# C4H8N2O

An isolated molecule of C4H8N2O (ωB97M-V/def2-TZVPD, the OMol25 dataset).

Positions of all 15 atoms, in Å:
O 1.577 -1.793 -1.314
N 1.294 -0.500 -0.995
N 0.049 0.899 0.446
C 0.173 -0.067 -0.380
C -1.077 1.924 2.330
C -1.170 1.155 1.172
C -0.923 -1.010 -0.830
H 1.926 -1.608 -2.334
H -2.088 2.002 2.894
H -1.447 -1.295 0.187
H -1.664 -0.373 -1.380
H 2.154 -0.199 -0.605
H -0.759 -1.987 -1.291
H -0.116 2.455 2.336
H -2.048 0.540 0.794

- Gap between HOMO and LUMO: 8.66 eV
- SMILES: C=C/N=C(\C)NO
- ΔE to the lowest compared entry with this formula, charge and spin: 5.267 eV

Entry 7:
# C4H8N2O

A structure of composition C4H8N2O (ωB97M-V/def2-TZVPD, the OMol25 dataset).

Positions of all 15 atoms, in Å:
O 0.056 -1.594 -0.259
N -2.169 -1.391 0.550
N -0.629 1.715 -0.111
C -1.118 -0.936 0.029
C -0.620 0.379 -0.608
C 1.675 0.055 0.514
C 0.732 -0.352 -0.597
H -0.372 1.826 0.857
H 1.162 0.021 1.484
H -2.044 -2.384 0.762
H 2.522 -0.633 0.561
H -1.438 2.264 -0.354
H 2.048 1.071 0.353
H -1.040 0.391 -1.619
H 1.236 -0.433 -1.562

- Gap between HOMO and LUMO: 10.49 eV
- ΔE to the lowest compared entry with this formula, charge and spin: 1.812 eV

Entry 8:
# C4H8N2O

A structure of composition C4H8N2O (ωB97M-V/def2-TZVPD, the OMol25 dataset).

Positions of all 15 atoms, in Å:
O 0.392 -2.300 1.386
N -1.768 0.391 -1.903
N -0.035 1.031 0.149
C 0.929 2.010 -0.257
C -0.925 0.136 -1.082
C -0.621 -1.845 0.507
C -0.102 -0.823 -0.451
H 0.857 -1.071 -0.910
H 1.542 1.649 -1.072
H -0.633 1.295 0.928
H 0.464 2.920 -0.614
H -1.502 -1.449 1.038
H -0.959 -2.722 -0.064
H 0.779 -1.500 1.787
H 1.583 2.277 0.557

- Gap between HOMO and LUMO: 7.84 eV
- ΔE to the lowest compared entry with this formula, charge and spin: 5.564 eV